<1>
Computed, not measured: a molecular structure, C3H4ClNO2, with the ωB97M-V functional and the def2-TZVPD basis.

Geometry as XYZ:
```
11
C3H4ClNO2 (the ωB97M-V functional and the def2-TZVPD basis)
Cl 1.1494 1.4158 -1.7646
O -1.5826 -0.2634 0.3741
O 1.0218 1.0146 0.8101
N 0.3943 -3.0423 -0.4863
C 1.0418 0.3763 -0.3399
C -0.0823 -1.9793 -0.4337
C -0.6916 -0.6355 -0.5808
H 1.7995 -0.3987 -0.3129
H 0.9369 1.9189 0.8384
H -1.0801 -0.4528 -1.5423
H -1.1901 -0.1841 1.2205
```

Calculated values
LUMO level = 0.40 eV
orbital gap = 9.914 eV
2S+1 = 1

These are the natural (NBO) partial charges, in e, on atoms 1 to 6: -0.055, -0.672, -0.698, -0.311, 0.118, 0.206



<2>
Computed, not measured: 2 unconnected molecules or ions with the total composition C3H4ClNO2, with the ωB97M-V functional and the def2-TZVPD basis.

Geometry as XYZ:
```
11
C3H4ClNO2 (the ωB97M-V functional and the def2-TZVPD basis)
Cl 2.0294 0.0091 -1.0864
O -1.3458 -0.4106 -1.3652
O 1.9191 -1.2837 1.2036
N -0.3647 2.0574 1.0092
C -0.7453 1.0710 0.4322
C -1.2474 -0.0065 -0.0836
C 1.3979 -1.2609 0.1196
H -2.0754 -0.2836 0.5570
H -0.6412 -0.0211 -1.9756
H 0.3206 1.9830 1.6869
H 0.7528 -1.8541 -0.4977
```

Calculated values
LUMO level = 0.18 eV
orbital gap = 8.738 eV
structure (SMILES) = N=C=CO.O=CCl
2S+1 = 1

These are the natural (NBO) partial charges, in e, on atoms 1 to 6: -0.190, -0.687, -0.464, -0.599, 0.352, -0.131



<3>
Computed, not measured: 2 unconnected molecules or ions with the total composition C3H4ClNO2, with the ωB97M-V functional and the def2-TZVPD basis.

Geometry as XYZ:
```
11
C3H4ClNO2 (the ωB97M-V functional and the def2-TZVPD basis)
Cl -3.4624 -0.4043 1.7504
O 0.7767 1.6507 -0.8046
O 2.6073 0.9383 -1.7762
N 1.7058 0.6256 -0.9773
C -0.9489 -0.4278 0.6491
C -1.8477 -1.1007 1.4785
C 1.3879 -0.4841 -0.4326
H 0.9692 2.2397 -1.6365
H 1.4987 -1.4733 -0.2217
H -1.5678 -1.9895 2.0126
H -1.1189 0.4254 -0.0417
```

Calculated values
LUMO level (alpha / beta) = -1.05 / -0.89 eV
orbital gap (alpha / beta) = 8.597 / 8.734 eV
2S+1 = 1

These are the natural (NBO) partial charges, in e, on atoms 1 to 6: -0.009, -0.544, -0.489, 0.277, -0.121, -0.329



Most stable one: <1>, least stable one: <3>.



<1>
Computed, not measured: 2 unconnected molecules or ions with the total composition C2H9N2O, with the ωB97M-V functional and the def2-TZVPD basis.

Geometry as XYZ:
```
14
C2H9N2O (the ωB97M-V functional and the def2-TZVPD basis)
O 1.5795 -0.0572 -0.0769
N -1.6251 0.8146 0.1017
N 3.7730 0.1521 0.2910
C -2.2051 -0.5841 0.1177
C 2.7323 -0.2704 -0.3778
H 3.0444 -0.9907 -1.1371
H -1.7593 1.3258 -0.8315
H -2.1535 -0.9731 1.2202
H -2.2290 1.3200 0.6537
H -1.8067 -1.3273 -0.6967
H -0.6388 0.9953 0.1894
H 4.7088 -0.0459 0.0500
H 3.6159 1.0348 0.9800
H -3.2438 -0.5006 -0.0228
```

Calculated values
LUMO level = -3.50 eV
orbital gap = 10.054 eV
2S+1 = 1
net charge = +1

These are the natural (NBO) partial charges, in e, on atoms 1 to 6: -0.697, -0.670, -0.779, -0.437, 0.537, 0.121



<2>
Computed, not measured: 2 unconnected molecules or ions with the total composition C2H9N2O, with the ωB97M-V functional and the def2-TZVPD basis.

Geometry as XYZ:
```
14
C2H9N2O (the ωB97M-V functional and the def2-TZVPD basis)
O 0.1955 0.9619 -1.2776
N 2.1125 -0.9262 -0.9607
N -2.0923 0.6207 1.3660
C -0.8656 0.1598 0.7460
C -0.8141 0.6998 -0.6607
H 1.4435 -0.1480 -1.2178
H 0.0559 0.4493 1.2701
H 1.5999 -1.8075 -0.9888
H 2.8876 -0.9743 -1.6237
H 2.4510 -0.7644 -0.0171
H -0.8932 -0.9351 0.6904
H -2.1969 0.1823 2.2728
H -2.0772 1.6176 1.5081
H -1.8064 0.8642 -1.1070
```

Calculated values
LUMO level = -3.90 eV
orbital gap = 9.645 eV
2S+1 = 1
net charge = +1

These are the natural (NBO) partial charges, in e, on atoms 1 to 6: -0.584, -0.884, -0.811, -0.349, 0.486, 0.475



<3>
Computed, not measured: a gas-phase ion, C2H9N2O (charge +1), with the ωB97M-V functional and the def2-TZVPD basis.

Geometry as XYZ:
```
14
C2H9N2O (the ωB97M-V functional and the def2-TZVPD basis)
O -1.2799 -0.3739 1.9064
N 1.6958 0.0037 -1.3487
N -0.6354 0.3579 -0.2175
C 0.3246 0.1983 -1.5517
C -0.1342 -0.0778 1.1704
H 0.7140 -0.7546 1.0334
H 0.2783 0.8745 1.6583
H -1.4727 -0.3241 -0.3716
H 2.2821 0.6819 -1.0057
H 1.9970 -0.9826 -1.2971
H -0.0923 -0.7517 -1.9545
H -1.2230 -1.3939 2.0699
H -0.9961 1.2829 0.0032
H 0.1864 1.1038 -2.1358
```

Calculated values
LUMO level = -3.52 eV
orbital gap = 11.222 eV
structure (SMILES) = NC[NH2+]CO
2S+1 = 1
net charge = +1

These are the natural (NBO) partial charges, in e, on atoms 1 to 6: -0.678, -0.812, -0.593, -0.028, 0.073, 0.208



Most stable one: <2>, least stable one: <3>.



<1>
Computed, not measured: 2 unconnected molecules or ions with the total composition C2H9N2O, with the ωB97M-V functional and the def2-TZVPD basis.

Geometry as XYZ:
```
14
C2H9N2O (the ωB97M-V functional and the def2-TZVPD basis)
O -0.6005 -3.2524 0.5138
N 0.7702 -0.6726 0.7050
N -0.1111 0.9814 -0.6567
C -0.1221 2.4076 -0.9662
C 0.4085 0.5569 0.4749
H 0.5905 -1.4651 0.0930
H 0.4250 1.2443 1.3083
H 0.2736 2.5849 -1.9693
H 0.4546 2.9957 -0.2606
H 1.0586 -0.9208 1.6378
H -1.2825 -3.2802 1.1999
H -1.1241 2.7520 -1.0367
H -0.4854 -4.1865 0.3015
H -0.2552 0.2548 -1.3447
```

Calculated values
LUMO level = -3.39 eV
orbital gap = 11.736 eV
2S+1 = 1
net charge = +1

These are the natural (NBO) partial charges, in e, on atoms 1 to 6: -0.974, -0.702, -0.506, -0.422, 0.396, 0.452



<2>
Computed, not measured: 2 unconnected molecules or ions with the total composition C2H9N2O, with the ωB97M-V functional and the def2-TZVPD basis.

Geometry as XYZ:
```
14
C2H9N2O (the ωB97M-V functional and the def2-TZVPD basis)
O 1.8178 -0.8188 1.5702
N -2.4731 0.2003 -0.2683
N 1.1425 0.5145 -0.7647
C -1.1582 0.5376 -0.1370
C -0.1987 -0.1247 -0.8291
H -0.2817 -1.1445 -1.2237
H -3.1573 0.4440 0.4251
H -0.9157 1.3466 0.5474
H -2.8264 -0.4361 -0.9583
H 1.9921 -1.7321 1.3222
H 1.6897 -0.7809 2.5264
H 1.7608 0.0582 -1.4402
H 1.4391 0.4241 0.2362
H 1.1691 1.5120 -1.0061
```

Calculated values
LUMO level = -3.18 eV
orbital gap = 9.562 eV
2S+1 = 1
net charge = +1

These are the natural (NBO) partial charges, in e, on atoms 1 to 6: -0.980, -0.766, -0.704, 0.063, -0.249, 0.241



Most stable one: <1>, least stable one: <2>.



<1>
Computed, not measured: 3 unconnected molecules or ions with the total composition C3H10NO4, with the ωB97M-V functional and the def2-TZVPD basis.

Geometry as XYZ:
```
18
C3H10NO4 (the ωB97M-V functional and the def2-TZVPD basis)
O 1.0600 -0.4575 0.5798
O 0.1120 -1.2144 2.8434
O 3.4070 0.4258 -1.2151
O -2.5007 2.5673 -1.2318
N -1.1939 -0.6238 -0.2656
C -1.8676 1.5318 -1.1964
C -1.6090 0.7379 0.0436
C 0.2886 -0.7038 -0.4962
H 3.7844 0.0475 -0.4161
H 2.5078 0.0561 -1.1878
H -1.4433 1.1091 -2.1286
H -1.3450 -1.1610 0.5737
H 0.8911 -1.6940 3.1442
H 0.4021 -1.7152 -0.9580
H -2.5461 0.7358 0.6095
H 0.4886 0.0292 -1.3237
H 0.4534 -0.8996 1.9166
H -0.8895 1.2285 0.7084
```

Calculated values
LUMO level = 3.85 eV
orbital gap = 8.054 eV
2S+1 = 1
net charge = -1

These are the natural (NBO) partial charges, in e, on atoms 1 to 6: -0.939, -1.041, -0.967, -0.570, -0.674, 0.455



<2>
Computed, not measured: 3 unconnected molecules or ions with the total composition C3H10NO4, with the ωB97M-V functional and the def2-TZVPD basis.

Geometry as XYZ:
```
18
C3H10NO4 (the ωB97M-V functional and the def2-TZVPD basis)
O -2.8381 0.3757 -0.1311
O -1.0738 1.9411 -2.1240
O -0.4491 0.8451 0.4948
O 1.1604 2.1048 1.4241
N 0.0403 -1.4453 -0.4408
C 1.4237 -1.3789 0.2337
C 1.5779 -0.1692 1.0737
C 0.6571 1.0086 0.9746
H 1.9659 -1.6183 -0.7087
H -2.2620 -0.2901 -0.3424
H -1.9934 1.6157 -2.1781
H -0.6478 -1.6582 0.3377
H -0.0883 -0.5224 -0.7243
H 1.3614 -0.6187 2.1205
H 1.5836 -2.4214 0.5127
H 2.5988 0.1772 0.9794
H -0.8170 1.0193 -1.7031
H -2.1996 1.0351 0.2014
```

Calculated values
LUMO level = 3.82 eV
orbital gap = 8.536 eV
2S+1 = 1
net charge = -1

These are the natural (NBO) partial charges, in e, on atoms 1 to 6: -0.982, -0.937, -0.819, -0.769, -0.853, -0.253



Most stable one: <1>, least stable one: <2>.